[1]
The following is a DFT calculation (wB97M-V/def2-TZVPD) of a 12-piece molecular cluster, C59H83N13O5S2 overall in a non-equilibrium geometry.

Calculated values
Total charge: 0
Highest occupied orbital energy, eV: -7.9561
Kohn-Sham gap, Ha: 0.2711
Lowest unoccupied orbital energy, eV: -0.578

Last column: Mulliken charge in e.
Element x y z (Å)
C  -1.68612  3.21807  -1.47070  -0.45
O  -3.08674  3.05837  -1.89834  -0.42
C  -3.35483  1.70289  -2.42018  -0.36
C  -3.98189  0.66863  -1.28241  -0.28
C  -2.71046  0.15235  -0.37422  -0.21
C  -2.65749  -1.47257  -0.13608  -0.16
C  -1.31501  -1.77920  0.81325  -0.52
O  -0.16452  -2.14863  -0.02833  -0.28
S  1.32365  -1.93214  0.79908  0.71
O  1.26247  -2.87075  2.06640  -0.68
O  1.48199  -0.29440  1.34828  -0.33
C  2.87285  -0.07040  1.85575  0.25
C  3.94991  -0.09515  0.59777  -0.22
C  4.99741  1.16424  0.58183  -0.08
C  5.17163  1.91538  -0.86201  -0.85
C  5.25554  0.92921  -2.16556  -0.33
C  6.71718  1.01289  -2.96994  -0.57
C  6.68893  2.00976  -4.27095  -0.66
S  6.91228  0.90352  -5.81264  -0.10
C  5.12887  0.33815  -6.17627  0.38
N  4.21251  1.24621  -6.97668  -0.24
N  3.03046  0.51593  -6.98802  -0.22
C  3.16291  -0.79889  -6.25243  -0.03
O  4.55605  -0.93763  -5.71183  -0.25
H  -0.92759  2.52925  -2.07501  0.21
H  -1.63722  2.81765  -0.34905  0.14
H  -1.30623  4.33613  -1.47644  0.26
H  -2.41843  1.21314  -2.96837  0.29
H  -4.17584  1.83366  -3.27615  0.21
H  -4.59172  -0.22508  -1.75120  0.27
H  -4.66364  1.34658  -0.58556  0.22
H  -2.79665  0.66768  0.67307  0.10
H  -1.66895  0.46740  -0.86421  0.11
H  -2.53633  -2.01120  -1.19178  -0.06
H  -3.62084  -1.86273  0.44559  0.22
H  -1.10057  -0.75854  1.36933  0.39
H  -1.60142  -2.56664  1.63232  0.26
H  2.88078  0.98600  2.37489  -0.34
H  3.13168  -0.85688  2.70270  0.15
H  4.61149  -1.07224  0.77500  0.19
H  3.36523  -0.27361  -0.40145  0.30
H  4.55940  1.97751  1.33564  0.01
H  6.03407  0.81255  1.02502  0.22
H  4.32123  2.72720  -0.94748  0.30
H  6.19196  2.52110  -0.80783  0.28
H  4.38542  1.27663  -2.90540  0.19
H  5.06469  -0.20430  -1.95500  0.28
H  6.99448  -0.10668  -3.26666  0.35
H  7.50084  1.47310  -2.20184  0.30
H  5.60560  2.49049  -4.34514  0.31
H  7.51620  2.84761  -4.26450  0.36
H  2.38013  -1.64287  -6.03930  0.33
N  5.16402  0.87505  -11.15697  0.10
C  4.58714  1.19532  -9.95565  -0.10
C  3.60038  2.12624  -10.19206  -0.38
C  3.57740  2.37165  -11.58579  -0.67
C  4.55117  1.58367  -12.15746  -0.49
H  5.92257  0.21796  -11.28530  0.18
H  4.92832  0.73580  -9.03768  0.20
H  2.96488  2.57873  -9.44191  0.44
H  2.92074  3.04965  -12.11551  0.38
H  4.86050  1.46785  -13.18764  0.36
N  -4.66081  0.57471  3.25208  0.12
C  -4.44004  -0.77533  3.33695  -0.82
C  -5.66253  -1.40875  3.31472  -0.41
C  -6.65524  -0.40571  3.20668  -0.66
C  -6.00856  0.80927  3.16698  -0.58
H  -3.94175  1.28646  3.25137  0.25
H  -3.43473  -1.16855  3.40731  0.56
H  -5.82203  -2.47783  3.36911  0.54
H  -7.72648  -0.55377  3.16195  0.55
H  -6.39114  1.81803  3.08700  0.44
N  4.54787  -3.35841  3.28938  0.08
C  5.55531  -3.88085  2.52084  -0.52
C  6.74426  -3.68545  3.18748  -0.59
C  6.44256  -3.02724  4.40361  -0.48
C  5.07891  -2.84033  4.44190  -0.45
H  3.56613  -3.35632  3.04483  0.20
H  5.34069  -4.34427  1.56722  0.43
H  7.72300  -3.98570  2.83642  0.42
H  7.14439  -2.72298  5.16934  0.51
H  4.44285  -2.38307  5.18801  0.43
N  -8.35409  -1.91251  5.85160  0.15
C  -8.13332  -3.26255  5.93647  -0.62
C  -9.35581  -3.89597  5.91424  -0.49
C  -10.34852  -2.89293  5.80620  -0.47
C  -9.70184  -1.67795  5.76651  -0.64
H  -7.63503  -1.20076  5.85090  0.29
H  -7.12801  -3.65577  6.00683  0.44
H  -9.51531  -4.96505  5.96863  0.40
H  -11.41976  -3.04099  5.76147  0.43
H  -10.08442  -0.66919  5.68653  0.51
N  -6.39725  4.87540  2.96843  0.02
C  -6.97413  5.19566  4.16976  -0.39
C  -7.96089  6.12659  3.93334  -0.44
C  -7.98387  6.37199  2.53961  -0.42
C  -7.01010  5.58402  1.96794  -0.47
H  -5.63870  4.21831  2.84010  0.20
H  -6.63295  4.73614  5.08772  0.37
H  -8.59639  6.57907  4.68349  0.38
H  -8.64053  7.05000  2.00990  0.38
H  -6.70077  5.46819  0.93776  0.38
N  7.42237  -2.18817  -11.59485  0.01
C  8.42981  -2.71062  -12.36339  -0.53
C  9.61876  -2.51521  -11.69675  -0.39
C  9.31706  -1.85701  -10.48062  -0.55
C  7.95341  -1.67010  -10.44233  -0.43
H  6.44062  -2.18609  -11.83940  0.24
H  8.21518  -3.17404  -13.31701  0.37
H  10.59750  -2.81547  -12.04782  0.38
H  10.01888  -1.55274  -9.71489  0.39
H  7.31734  -1.21283  -9.69622  0.50
N  2.92133  3.99079  5.75614  0.02
C  2.51031  3.23112  4.69195  -0.78
C  1.86825  2.11783  5.18646  -0.01
C  1.88756  2.21237  6.59853  -0.75
C  2.54135  3.37998  6.92286  -0.46
H  3.42530  4.86564  5.69080  0.20
H  2.71074  3.54613  3.67666  0.44
H  1.43195  1.32402  4.59415  0.54
H  1.46900  1.50522  7.30295  0.39
H  2.76925  3.82661  7.88148  0.40
N  -4.71699  -0.88194  -5.18771  0.05
C  -4.64831  -0.54730  -6.51505  -0.51
C  -3.32909  -0.61657  -6.90374  -0.55
C  -2.57643  -1.01266  -5.77244  -0.39
C  -3.45894  -1.17239  -4.72765  -0.65
H  -5.56359  -0.91096  -4.63447  0.24
H  -5.54142  -0.28769  -7.06747  0.39
H  -2.94997  -0.40586  -7.89531  0.40
H  -1.50598  -1.16561  -5.72517  0.52
H  -3.29964  -1.46581  -3.69863  0.50
N  -9.34378  0.55307  9.36504  0.00
C  -8.33634  0.03063  8.59650  0.13
C  -7.14739  0.22603  9.26315  -0.35
C  -7.44910  0.88424  10.47928  -0.51
C  -8.81274  1.07114  10.51756  -0.47
H  -10.32553  0.55516  9.12050  0.21
H  -8.55097  -0.43279  7.64288  -0.18
H  -6.16865  -0.07423  8.91208  0.39
H  -6.74727  1.18850  11.24501  0.38
H  -9.44881  1.52841  11.26368  0.38
N  7.94717  1.92004  3.62932  0.05
C  6.95577  2.84582  3.82577  -0.97
C  5.98690  2.27046  4.61725  0.34
C  6.41177  0.95327  4.91343  -0.56
C  7.62653  0.76455  4.29321  -0.59
H  8.78474  2.06680  3.08108  0.19
H  7.02365  3.83157  3.38542  0.37
H  5.07342  2.74826  4.94679  0.35
H  5.88831  0.22141  5.51497  0.45
H  8.28782  -0.09122  4.26645  0.40
N  -1.99890  -5.21217  0.43510  0.07
C  -2.75280  -5.39764  -0.69440  -0.46
C  -3.72425  -6.33100  -0.40921  -0.50
C  -3.55388  -6.71767  0.94160  -0.51
C  -2.48333  -6.00918  1.43950  -0.44
H  -1.20928  -4.58471  0.51525  0.21
H  -2.53308  -4.85224  -1.60240  0.43
H  -4.47530  -6.69327  -1.09915  0.41
H  -4.14853  -7.43518  1.49210  0.40
H  -2.02522  -6.00493  2.41954  0.39

Cartesian forces (eV/Å) of the 6 atoms listed first:
0.744 -0.846 1.457
1.839 -1.564 -0.599
-1.450 -0.819 -1.237
1.256 1.216 0.336
-0.077 -0.569 0.178
0.706 0.301 0.150

[2]
The following is a DFT calculation (wB97M-V/def2-TZVPD) of a 13-piece molecular cluster, C59H84F5NO16 overall in a non-equilibrium geometry.

Calculated values
Multiplicity: 2
<S²>: 0.7679
Total charge: +1
Highest occupied orbital energy (alpha / beta), eV: -10.6545 / -10.6544
Kohn-Sham gap (alpha / beta), Ha: 0.2431 / 0.0838
Lowest unoccupied orbital energy (alpha / beta), eV: -4.041 / -8.374

Last column: Mulliken charge in e.
Element x y z (Å)
C  4.58541  -3.89717  2.19036  -0.86
N  3.26096  -4.10483  1.54827  0.76
O  3.10501  -3.61481  0.43004  -0.11
O  2.42131  -4.73711  2.23145  -0.53
H  5.39265  -3.97002  1.46156  0.27
H  4.69939  -4.66345  2.95712  0.34
H  4.46308  -2.90773  2.63096  0.23
O  -0.55836  3.36033  -6.51533  -0.58
C  -0.17218  3.73607  -5.39106  0.59
O  -0.54555  3.25068  -4.19397  -0.19
C  -1.47462  2.18753  -4.15547  -0.32
C  -1.65093  1.78674  -2.71044  -0.40
C  0.72127  4.98059  -5.28891  -0.88
H  -1.12525  1.32319  -4.72022  0.06
H  -2.44340  2.45291  -4.57872  0.35
H  -0.76635  1.29700  -2.30330  -0.12
H  -2.38929  0.98953  -2.62447  0.15
H  -1.91129  2.59952  -2.03243  0.52
H  1.52481  4.95538  -6.02497  0.33
H  1.21806  5.01776  -4.31942  0.21
H  0.07596  5.83969  -5.47229  0.29
O  -6.20335  -2.71587  3.82132  -0.64
C  -5.24207  -1.99685  3.46793  0.51
O  -5.26346  -0.65132  3.38535  -0.10
C  -6.46099  -0.01056  3.81282  -0.37
C  -6.43942  0.38250  5.24530  -1.23
C  -3.96318  -2.63878  2.93721  -0.35
H  -7.34809  -0.61598  3.62676  0.48
H  -6.63391  0.85539  3.17382  0.36
H  -7.36081  0.90232  5.50784  0.41
H  -5.60940  1.02459  5.54007  0.24
H  -6.37824  -0.50287  5.87812  0.36
H  -4.21474  -3.17583  2.02266  0.07
H  -3.48078  -3.30473  3.65269  0.53
H  -3.24027  -1.84392  2.75365  -0.20
O  -2.10662  -4.13818  0.61157  -0.55
C  -1.43274  -4.59495  -0.32001  0.18
O  -1.70075  -5.69361  -1.12832  -0.21
C  -2.94735  -6.43342  -0.99177  -0.11
C  -2.68932  -7.86308  -1.31907  -1.29
C  -0.05548  -4.07571  -0.44893  1.16
H  -3.72473  -6.02056  -1.63467  0.30
H  -3.35791  -6.42838  0.01794  0.26
H  -2.21484  -7.91197  -2.29915  0.29
H  -3.56249  -8.51529  -1.30176  0.40
H  -2.00656  -8.23417  -0.55472  0.30
H  0.37353  -3.54810  0.40294  -0.62
H  -0.00245  -3.37607  -1.28307  -0.48
H  0.62512  -4.89532  -0.67945  0.38
O  -1.44525  0.20126  2.43198  -0.64
C  -0.75152  1.01446  1.79556  -0.47
O  0.05311  0.75755  0.75037  0.67
C  0.08791  -0.54466  0.16452  -1.27
C  1.41662  -0.76347  -0.59230  0.94
C  -0.72682  2.44363  2.16898  -0.65
H  -0.76801  -0.51754  -0.50984  0.14
H  -0.07381  -1.33431  0.89828  0.39
H  1.32831  -1.58284  -1.30570  -0.75
H  2.20123  -1.05853  0.10444  -0.16
H  1.88943  0.12374  -1.01350  0.41
H  0.30353  2.76418  2.32305  0.29
H  -1.35461  2.56383  3.05189  0.44
H  -1.22265  3.00636  1.37804  0.44
O  4.74999  -3.79100  -2.92033  -0.64
C  3.79338  -4.44673  -2.58818  0.64
O  3.71605  -5.53549  -1.72259  -0.20
C  4.89967  -5.90345  -1.00464  -0.16
C  5.74659  -6.93033  -1.84169  -1.32
C  2.47145  -4.27788  -3.27388  -0.30
H  4.55534  -6.33605  -0.06528  0.43
H  5.49398  -5.06445  -0.64272  0.18
H  6.37379  -7.43913  -1.10967  0.43
H  6.40986  -6.51423  -2.60001  0.29
H  5.11392  -7.71624  -2.25420  0.32
H  1.79450  -5.11493  -3.44468  0.42
H  2.60295  -3.91285  -4.29249  0.40
H  1.89371  -3.52864  -2.73264  -0.54
O  2.60132  1.66690  3.28042  -0.64
C  2.97002  0.62246  2.70755  0.57
O  2.45557  -0.60905  2.85699  0.04
C  1.57365  -0.87443  3.93600  -0.02
C  1.41186  -2.45392  3.92372  -0.95
C  4.17398  0.80464  1.79025  -0.85
H  0.58735  -0.42000  3.84216  -0.08
H  2.11201  -0.53172  4.81964  0.50
H  0.82919  -2.97570  4.68289  0.47
H  2.43313  -2.83480  3.92855  0.24
H  0.91141  -2.79455  3.01728  0.01
H  4.49732  1.81692  2.03285  0.43
H  3.84358  0.88819  0.75490  -0.08
H  4.95975  0.05091  1.84064  0.43
O  -4.19975  4.78763  2.92829  -0.61
C  -3.94608  3.68424  3.39743  0.27
O  -3.48629  3.35299  4.67355  -0.13
C  -3.14427  4.33209  5.59057  -0.04
C  -3.99327  4.44396  6.86103  -1.52
C  -4.07789  2.49600  2.46675  -0.14
H  -3.11073  5.33926  5.17515  0.35
H  -2.13577  4.12922  5.95093  0.21
H  -3.93583  3.51028  7.42052  0.31
H  -5.03297  4.65671  6.61228  0.38
H  -3.60408  5.22493  7.51428  0.41
H  -5.10118  2.47710  2.09176  0.70
H  -3.98238  1.58257  3.05379  0.20
H  -3.45410  2.56770  1.57576  -0.34
F  -5.58109  -2.84987  -2.16258  -0.35
C  -5.13489  -1.61896  -1.76778  0.18
C  -4.38484  -1.52580  -0.63938  -0.35
C  -4.06285  -0.26585  -0.10136  0.33
C  -4.44899  0.84977  -0.82077  -0.71
C  -5.21336  0.78682  -1.94429  -0.62
C  -5.61448  -0.45376  -2.40123  -0.58
H  -4.08748  -2.42341  -0.11759  0.28
H  -3.54308  -0.21122  0.84376  0.47
H  -4.31797  1.85042  -0.43614  0.34
H  -5.63284  1.66228  -2.41758  0.51
H  -6.29521  -0.59301  -3.22804  0.47
F  5.33676  3.68144  0.04211  -0.44
C  4.09111  3.73851  -0.47709  0.28
C  3.91697  3.45011  -1.83771  -0.87
C  2.60319  3.36977  -2.35848  -0.49
C  1.54635  3.66318  -1.54816  -0.87
C  1.73892  3.91957  -0.19147  0.40
C  3.01213  4.03353  0.31130  -0.74
H  4.74322  3.27665  -2.51123  0.68
H  2.38906  3.07052  -3.37387  0.71
H  0.57496  3.57364  -2.01161  0.32
H  0.89410  4.10921  0.45407  0.49
H  3.12984  4.19178  1.37314  0.56
F  -1.25031  -1.77624  -3.12927  0.01
C  -0.79082  -1.61419  -4.40810  -0.29
C  0.60381  -1.55796  -4.69645  0.78
C  1.07396  -1.40404  -5.98904  -0.57
C  0.09531  -1.39992  -7.03549  -0.80
C  -1.22953  -1.36500  -6.71574  -0.40
C  -1.69419  -1.37969  -5.42889  -0.64
H  1.22043  -1.72006  -3.82473  0.14
H  2.12130  -1.32746  -6.24123  0.49
H  0.36994  -1.20883  -8.06236  0.34
H  -2.01903  -1.33576  -7.45210  0.40
H  -2.76373  -1.31064  -5.29579  0.55
F  3.67253  -0.56034  -4.27135  -0.07
C  4.65637  -0.07023  -3.55820  0.28
C  4.88928  -0.55052  -2.26507  0.39
C  5.98744  -0.08556  -1.55035  -0.74
C  6.91057  0.76596  -2.14002  -0.42
C  6.62198  1.30667  -3.41336  -0.52
C  5.44435  0.96404  -4.09282  -0.40
H  4.21654  -1.23693  -1.77246  0.45
H  6.18024  -0.44959  -0.55200  0.48
H  7.81101  1.02815  -1.60442  0.48
H  7.34189  1.90569  -3.95123  0.47
H  5.16342  1.24766  -5.09634  0.56
F  1.59148  5.84589  5.69992  -0.32
C  0.86964  6.23372  4.63501  0.06
C  0.06415  5.27008  4.03112  -0.22
C  -0.77406  5.57962  2.98230  0.19
C  -0.71777  6.88240  2.47771  -1.04
C  0.15775  7.80582  3.01875  -0.49
C  0.91464  7.53247  4.18168  -0.52
H  0.07239  4.27345  4.44713  0.55
H  -1.45623  4.84025  2.58939  0.48
H  -1.35038  7.20041  1.66218  0.46
H  0.24966  8.79277  2.58995  0.41
H  1.58815  8.22853  4.65947  0.45

Cartesian forces (eV/Å) of the 6 atoms listed first:
-0.218 -0.242 0.342
-1.080 -1.225 0.514
-0.306 -0.518 1.224
1.619 1.469 -2.158
-0.316 0.274 -0.041
-0.074 0.239 -0.036